# 1
39
Properties=species:S:1:pos:R:3 method="wB97M-V/def2-TZVPD" homo_ev="-7.051 / -8.745" e_above_lowest_ev=4.736 total_charge=0 spin_multiplicity=6 max_force_ev_per_a=5.644 e_tot_ha=-2122.20260 lumo_energy_ha="0.0254 / -0.1036"
H -0.31 -3.28 1.20
N 0.35 -1.66 0.00
B 1.40 -0.26 -1.82
N 1.02 -1.64 -1.22
C 1.21 -2.88 -1.69
Mn 0.04 0.40 1.15
H 1.71 -3.02 -2.65
C 0.70 -3.77 -0.75
H 0.69 -4.85 -0.81
C 0.18 -2.97 0.29
H 1.97 -0.36 -2.87
C -0.39 2.14 1.77
H -0.85 1.92 2.75
H -1.19 2.63 1.21
H 0.51 2.75 1.91
N 2.25 0.47 -0.74
N 0.06 0.51 -1.94
N 1.70 0.77 0.52
N -0.72 0.79 -0.83
C 3.52 0.89 -0.77
C -0.54 0.95 -3.06
H 4.09 0.73 -1.67
H -0.06 0.82 -4.01
C 3.83 1.48 0.45
C -1.74 1.55 -2.68
C 2.68 1.40 1.24
C -1.82 1.43 -1.28
H 4.77 1.93 0.72
H -2.44 2.03 -3.34
H 2.47 1.76 2.24
H -2.60 1.78 -0.63
H 0.57 -0.75 2.12
C -3.98 -0.33 2.31
O -2.75 0.29 1.90
C -1.70 -0.54 1.76
O -1.83 -1.74 1.97
H -3.88 -0.63 3.36
H -4.22 -1.20 1.68
H -4.72 0.46 2.22



# 2
38
Properties=species:S:1:pos:R:3 method="wB97M-V/def2-TZVPD" homo_ev="-23.328 / -23.077" total_charge=+4 spin_multiplicity=5 max_force_ev_per_a=6.949 e_tot_ha=-989.02747 lumo_energy_ha="-0.5810 / -0.6623"
C -2.03 1.05 2.07
N -1.18 0.78 1.05
N -1.92 0.25 0.01
C -3.24 0.37 0.32
C -3.34 0.85 1.61
B -1.29 -0.27 -1.33
N -0.25 0.78 -1.79
N 0.66 1.43 -0.99
C 1.43 2.22 -1.78
C 0.92 2.15 -3.09
C -0.13 1.26 -3.05
Ru 0.87 1.39 1.13
N -0.84 -1.79 -1.38
N 0.36 -2.17 -0.85
C 0.37 -3.50 -0.77
C -0.74 -4.04 -1.48
C -1.48 -2.91 -1.87
H 1.12 -4.05 -0.22
H -2.40 -2.86 -2.46
H -0.96 -5.07 -1.67
H -2.17 -0.21 -2.16
H -0.82 0.92 -3.81
H -3.99 0.12 -0.42
H 1.28 2.71 -3.92
H -4.23 1.07 2.18
H 2.29 2.75 -1.41
H -1.66 1.42 3.02
H 2.38 0.24 0.20
C 2.91 1.09 0.70
H 3.53 1.48 -0.12
H 2.30 2.06 1.03
H 3.58 0.75 1.50
C 1.68 0.22 3.62
C 0.93 -0.13 2.35
O 0.49 -1.23 2.05
H 2.64 -0.33 3.54
H 1.08 -0.12 4.49
H 1.85 1.32 3.67



# 3
46
Properties=species:S:1:pos:R:3 method="wB97M-V/def2-TZVPD" homo_ev=-4.103 total_charge=-1 max_force_ev_per_a=3.192 e_tot_ha=-4847.94386 lumo_energy_ha=0.0825
C 1.46 -0.33 2.17
C 1.86 1.02 1.39
O 0.87 2.05 1.67
C 2.10 0.77 -0.18
In 0.30 -0.12 -1.19
C -1.69 0.65 -0.34
C -2.72 -0.57 -0.36
C -4.10 -0.26 0.42
F -3.82 0.30 1.69
F -4.66 -1.55 0.69
C -5.10 0.68 -0.39
F -4.48 1.86 -0.87
F -5.56 0.02 -1.56
C -6.38 1.19 0.43
F -7.21 1.84 -0.53
F -6.05 2.20 1.36
C -7.27 0.03 1.07
F -8.54 0.55 1.40
F -6.71 -0.36 2.30
F -7.51 -1.05 0.23
P 0.55 -2.65 -1.07
O 1.51 -3.04 -2.48
Br -1.41 -3.75 -1.43
H 1.24 -0.01 3.24
H 2.35 -1.06 2.19
H 0.57 -0.83 1.68
H 2.86 1.37 1.83
H 0.79 2.60 0.85
H 3.04 0.16 -0.33
H 2.29 1.80 -0.66
H 0.41 0.34 -2.95
H -2.00 1.48 -1.07
H -1.52 1.10 0.69
H -2.94 -0.99 -1.39
H -2.24 -1.41 0.25
H 0.84 -3.11 -3.20
C 7.81 0.24 -0.58
C 6.85 -0.57 -1.40
O 5.81 -0.88 -0.48
C 5.85 0.08 0.50
O 5.01 0.21 1.34
O 6.96 0.85 0.38
H 8.33 0.99 -1.17
H 8.54 -0.38 -0.06
H 6.42 0.00 -2.23
H 7.30 -1.48 -1.80